Entry from OMol25: C33H24BiCl2F2N4O3SbSe4 as an isolated structure (ωB97M-V/def2-TZVPD).

Relative energy (zero: lowest compared OMol25 entry of this formula, charge and spin), kcal/mol: 18.24
Total charge: -2
Calculated total energy, eV: -350960.630
Frontier orbital gap, eV: 4.73
E_HOMO, eV: -1.360

XYZ file:
```
74
Properties=species:S:1:pos:R:3:lowdin_charge:R:1
Bi -0.856 0.161 1.356 1.331
C 1.452 -4.485 -2.046 -0.087
O 0.936 -3.460 -2.916 -0.016
C 0.421 -2.501 -2.086 -0.305
N 0.534 -2.657 -0.844 0.193
C 1.282 -3.899 -0.631 -0.231
C 0.621 -4.799 0.389 -0.164
C 0.770 -6.181 0.347 -0.052
C 0.222 -6.981 1.341 -0.099
C -0.477 -6.405 2.391 -0.096
C -0.627 -5.026 2.442 -0.063
C -0.083 -4.230 1.446 -0.019
C -0.163 -1.324 -2.767 -0.179
C 0.138 -1.071 -4.100 -0.003
C -0.356 0.089 -4.670 -0.050
C -1.124 0.942 -3.902 0.013
C -1.387 0.589 -2.580 -0.164
N -0.919 -0.522 -2.022 0.189
C -2.197 1.496 -1.731 -0.356
N -2.521 1.313 -0.519 0.055
C -3.276 2.496 -0.080 -0.301
C -3.136 3.467 -1.268 -0.059
O -2.568 2.643 -2.329 -0.008
C -4.702 2.169 0.284 -0.181
C -5.361 3.007 1.180 -0.028
C -6.689 2.774 1.503 -0.083
C -7.369 1.699 0.942 -0.116
C -6.710 0.855 0.062 -0.102
C -5.381 1.090 -0.266 -0.036
H 2.490 -4.665 -2.319 0.124
H 0.866 -5.391 -2.206 0.114
H 2.253 -3.609 -0.222 0.133
H 1.333 -6.648 -0.453 0.102
H 0.349 -8.056 1.296 0.093
H -0.900 -7.028 3.170 0.096
H -1.160 -4.560 3.260 0.102
H -0.209 -3.157 1.479 0.088
H 0.753 -1.763 -4.657 0.111
H -0.130 0.333 -5.700 0.106
H -1.512 1.871 -4.291 0.117
H -2.773 2.938 0.781 0.029
H -2.436 4.268 -1.033 0.089
H -4.083 3.862 -1.628 0.128
H -4.805 3.819 1.638 0.066
H -7.188 3.424 2.211 0.097
H -8.403 1.512 1.206 0.087
H -7.227 0.002 -0.363 0.090
H -4.857 0.414 -0.932 0.106
Cl -0.136 -2.429 5.590 0.669
C 1.123 -2.427 4.391 -0.597
C 2.128 -3.397 4.480 -0.149
C 3.125 -3.461 3.550 -0.620
Cl 4.358 -4.697 3.693 0.626
C 3.162 -2.547 2.472 -0.190
C 4.161 -2.515 1.472 -0.055
C 4.086 -1.586 0.472 -0.069
C 2.995 -0.693 0.449 -0.142
N 2.059 -0.705 1.358 0.085
C 2.128 -1.584 2.377 -0.158
C 1.065 -1.483 3.364 -0.424
O 0.143 -0.594 3.276 -0.308
H 2.100 -4.106 5.296 0.098
H 4.977 -3.225 1.518 0.081
H 4.847 -1.530 -0.296 0.095
H 2.897 0.051 -0.336 0.109
F -3.584 -0.172 2.569 -0.100
C -2.509 0.670 2.876 -0.530
F -3.007 1.930 2.864 -0.069
H -2.186 0.427 3.890 0.076
Se 1.715 5.693 2.233 -0.341
Sb -0.319 4.481 2.738 -0.360
Se 0.250 2.476 0.996 -0.107
Se -0.530 3.443 4.901 -0.271
Se -2.341 5.507 1.812 -0.211
```

---

Entry from OMol25: C33H24CoF2NO2PS6 as an isolated structure (ωB97M-V/def2-TZVPD).

Relative energy (zero: lowest compared OMol25 entry of this formula, charge and spin), kcal/mol: 0.96
Total charge: -1
Calculated total energy, eV: -157557.122
Frontier orbital gap (alpha / beta), eV: 6.59 / 6.54
E_HOMO (alpha / beta), eV: -4.558 / -5.553
Multiplicity: 5

XYZ file:
```
70
Properties=species:S:1:pos:R:3:lowdin_charge:R:1
Co -0.332 0.326 -0.192 0.134
O -1.295 1.247 2.529 -0.031
N -0.103 0.748 2.051 -0.059
C 0.686 0.436 2.988 -0.079
C 2.065 -0.036 2.837 -0.171
C 2.715 -0.289 4.053 -0.045
C 4.039 -0.675 4.115 -0.080
C 4.763 -0.815 2.942 -0.075
C 4.137 -0.576 1.732 -0.089
C 2.798 -0.191 1.647 -0.260
P 2.102 0.030 -0.039 1.098
C 3.054 1.418 -0.739 -0.366
C 3.854 2.265 0.021 -0.084
C 4.480 3.354 -0.570 -0.084
C 4.310 3.609 -1.922 -0.094
C 3.505 2.773 -2.685 -0.077
C 2.876 1.687 -2.096 -0.111
C 2.843 -1.409 -0.899 -0.342
C 4.010 -1.347 -1.660 -0.098
C 4.521 -2.492 -2.254 -0.088
C 3.876 -3.711 -2.093 -0.093
C 2.712 -3.778 -1.341 -0.075
C 2.192 -2.634 -0.753 -0.075
H -1.618 1.805 1.797 0.049
H 0.343 0.584 4.011 0.131
H 2.154 -0.169 4.972 0.108
H 4.503 -0.863 5.076 0.102
H 5.804 -1.113 2.963 0.103
H 4.706 -0.699 0.819 0.103
H 3.974 2.089 1.082 0.103
H 5.093 4.011 0.035 0.099
H 4.795 4.463 -2.379 0.097
H 3.354 2.972 -3.739 0.103
H 2.237 1.050 -2.697 0.069
H 4.519 -0.401 -1.799 0.101
H 5.426 -2.430 -2.848 0.099
H 4.275 -4.604 -2.559 0.097
H 2.196 -4.723 -1.216 0.100
H 1.267 -2.684 -0.188 0.066
S -5.245 -0.084 -5.884 0.492
C -4.203 0.005 -4.613 -1.531
S -4.689 0.332 -2.990 0.876
C -3.102 0.329 -2.226 -1.140
C -2.036 0.090 -3.102 -1.135
S -0.399 0.007 -2.720 0.625
S -2.487 -0.151 -4.777 0.876
S -3.019 0.600 -0.581 0.693
F -1.324 3.039 0.522 -0.149
C -0.241 2.442 -0.189 -0.364
F 0.883 2.912 0.533 -0.115
H -0.200 2.994 -1.134 0.074
C -4.803 -7.477 1.338 -0.049
C -4.006 -8.676 1.780 -0.749
O -4.495 -9.757 1.990 -0.014
S -2.246 -8.498 2.034 1.008
C -1.918 -6.797 1.638 -0.582
C -1.459 -6.449 0.371 -0.110
C -1.211 -5.123 0.059 -0.030
C -1.412 -4.109 1.008 -0.254
C -1.862 -4.478 2.284 -0.028
C -2.105 -5.804 2.595 -0.112
C -1.145 -2.748 0.681 -0.152
C -0.867 -1.600 0.366 -0.101
H -5.772 -7.827 0.989 0.084
H -4.294 -6.901 0.567 0.077
H -4.947 -6.815 2.194 0.090
H -1.306 -7.222 -0.372 0.103
H -0.865 -4.849 -0.930 0.115
H -2.010 -3.705 3.027 0.115
H -2.444 -6.078 3.588 0.105
```

---

Entry from OMol25: C33H24GeNO2STl as an isolated structure in a non-equilibrium geometry (ωB97M-V/def2-TZVPD).

Relative energy (zero: lowest compared OMol25 entry of this formula, charge and spin), kcal/mol: 15.01
Total charge: -2
Calculated total energy, eV: -112236.741
Frontier orbital gap, eV: 3.35
E_HOMO, eV: 0.167

XYZ file:
```
63
Properties=species:S:1:pos:R:3:lowdin_charge:R:1
Tl -0.605 -1.031 0.718 0.519
O -1.362 3.327 1.344 -0.026
C -1.598 2.288 0.709 -0.651
O -0.771 1.376 0.418 -0.208
C -3.014 2.142 0.139 -0.144
C -3.658 3.350 -0.148 -0.056
C -4.910 3.417 -0.733 -0.130
C -5.557 2.224 -1.043 -0.139
C -4.950 1.021 -0.745 -0.174
C -3.681 0.934 -0.134 -0.614
S -3.194 -0.721 0.255 0.452
H -3.116 4.250 0.114 0.102
H -5.372 4.376 -0.942 0.077
H -6.536 2.231 -1.512 0.081
H -5.454 0.089 -0.976 0.073
N -1.125 -1.619 3.433 0.174
C -1.124 -2.184 4.430 -0.121
C -1.120 -2.896 5.695 -0.214
C -0.363 -4.051 5.824 -0.025
C -0.364 -4.737 7.032 -0.082
C -1.118 -4.267 8.096 -0.098
C -1.873 -3.111 7.961 -0.084
C -1.876 -2.421 6.756 -0.030
H 0.221 -4.399 4.983 0.125
H 0.226 -5.638 7.137 0.101
H -1.116 -4.803 9.037 0.097
H -2.461 -2.743 8.791 0.100
H -2.458 -1.518 6.630 0.122
C 1.436 -1.483 0.139 -0.536
Ge 1.552 -0.166 -1.274 0.628
C 0.096 -0.111 -2.637 -0.272
C -0.874 0.890 -2.739 -0.113
C -1.955 0.770 -3.608 -0.098
C -2.089 -0.359 -4.402 -0.126
C -1.138 -1.372 -4.313 -0.118
C -0.068 -1.247 -3.438 -0.121
C 3.096 -0.833 -2.358 -0.267
C 3.518 -0.179 -3.518 -0.112
C 4.583 -0.655 -4.275 -0.125
C 5.261 -1.802 -3.876 -0.142
C 4.862 -2.462 -2.719 -0.122
C 3.788 -1.983 -1.973 -0.118
C 2.190 1.697 -0.957 -0.258
C 1.766 2.841 -1.635 -0.108
C 2.258 4.102 -1.312 -0.112
C 3.194 4.246 -0.298 -0.132
C 3.637 3.118 0.383 -0.116
C 3.139 1.864 0.054 -0.113
H -0.824 1.751 -2.085 0.081
H -2.709 1.550 -3.636 0.095
H -2.939 -0.463 -5.067 0.082
H -1.246 -2.271 -4.912 0.083
H 0.652 -2.056 -3.356 0.095
H 3.002 0.724 -3.834 0.096
H 4.887 -0.132 -5.176 0.082
H 6.092 -2.179 -4.463 0.078
H 5.387 -3.357 -2.400 0.083
H 3.454 -2.503 -1.079 0.062
H 1.036 2.755 -2.430 0.080
H 1.898 4.976 -1.845 0.086
H 3.561 5.230 -0.027 0.080
H 4.359 3.221 1.187 0.084
H 3.468 0.990 0.608 0.089
```